Below is one molecule with the formula C18H26ClN3O2, with properties calculated with wB97M-V/def2-TZVPD.

* DFT total energy: -1476.484601 hartree
* SMILES: CCCN1CCN(C(=O)CCCNC(=O)c2ccc(Cl)cc2)CC1

XYZ file:
```
50
Properties=species:S:1:pos:R:3:forces:R:3:mulliken_charge:R:1
H 0.156 -2.152 0.882 -0.044 0.111 -0.120 0.57
H -0.180 -2.948 -1.495 -0.010 -0.060 0.002 0.43
C 1.714 0.301 -0.747 0.221 0.108 -0.390 -0.15
H -0.461 -2.056 -3.646 -0.030 0.051 -0.102 0.36
C 0.661 -2.310 -1.224 -0.026 0.104 0.175 -1.47
C -3.697 -0.602 0.722 0.199 0.126 0.112 0.52
H -1.549 -0.508 3.311 0.060 -0.048 0.086 0.47
H 2.066 1.434 4.226 -0.027 0.051 0.002 0.49
H 1.460 2.947 3.500 0.082 -0.136 0.096 0.38
C -2.019 -0.210 2.387 0.073 0.181 -0.122 0.13
H -2.876 0.783 -3.634 -0.119 0.059 -0.058 0.39
C 0.304 -1.493 0.026 -0.197 -0.469 -0.031 0.65
H 0.854 0.956 -0.926 0.088 0.040 0.011 -0.07
H -0.608 -0.911 -0.139 0.006 -0.039 0.010 -0.81
H -1.939 2.187 0.020 0.034 0.059 -0.031 0.48
H 3.827 0.300 1.084 0.024 -0.008 0.007 0.34
H 2.195 0.147 -2.852 0.044 0.010 -0.018 0.43
H 1.519 -2.950 -0.981 -0.090 -0.056 0.092 0.35
H 3.541 2.359 2.403 0.001 0.029 -0.050 0.41
C 1.660 1.887 3.320 0.140 0.341 -0.198 -1.02
C 2.656 1.768 2.161 -0.110 -0.113 0.131 -0.41
H 0.337 0.263 3.241 -0.046 0.026 -0.105 0.35
O -0.263 2.883 1.619 0.066 0.175 -0.137 -0.70
H -1.668 -0.641 -2.003 0.047 0.048 0.082 -0.06
C 3.092 0.322 1.890 -0.020 0.093 0.060 -1.09
H -3.818 0.825 -0.870 -0.057 0.002 -0.091 0.49
H -2.548 -0.808 -4.321 -0.088 -0.076 -0.088 0.37
H 3.566 -0.076 2.790 -0.033 -0.072 -0.126 0.40
N 0.396 1.247 3.026 -0.064 -0.138 0.200 -0.12
H -0.690 0.757 -2.472 0.012 0.012 0.124 0.09
H -1.569 0.579 -4.801 0.008 0.059 -0.129 0.39
H 0.503 -0.670 -4.157 -0.068 -0.037 -0.067 0.36
N 1.032 -1.501 -2.361 0.079 -0.012 -0.010 0.32
C -3.065 -0.972 1.900 -0.098 -0.082 -0.061 -0.94
C -0.001 -1.125 -3.298 -0.134 0.127 0.112 -1.24
H 2.575 0.921 -0.507 -0.045 0.022 0.044 0.63
H 2.967 -1.074 -1.820 0.059 0.136 0.025 0.37
N 1.391 -0.584 0.347 -0.183 -0.138 -0.201 0.37
C -2.088 0.112 -3.966 0.110 -0.011 0.221 -1.64
C -3.308 0.538 0.036 -0.049 -0.106 0.051 -0.78
C 2.034 -0.527 -2.009 0.016 0.119 0.137 -1.45
C -1.597 0.924 1.698 -0.276 -0.037 -0.224 0.45
C -2.263 1.292 0.531 0.133 0.032 0.152 -0.34
C 1.936 -0.615 1.578 0.394 0.092 0.048 0.63
H 2.189 2.206 1.278 0.053 0.076 -0.001 0.31
C -0.439 1.778 2.105 -0.008 -0.107 0.238 -0.18
Cl -4.986 -1.573 0.104 -0.133 -0.099 -0.061 -0.23
C -1.119 -0.181 -2.827 0.074 -0.170 -0.260 1.04
O 1.510 -1.376 2.439 -0.024 -0.193 0.432 -0.70
H -3.391 -1.853 2.430 -0.048 -0.080 0.031 0.45
```
Forces are in eV/Å.

Below is a 4-piece molecular cluster, C18H26FN5O5P2 overall in a non-equilibrium geometry, with properties calculated with wB97M-V/def2-TZVPD.

* DFT total energy: -2133.982734 hartree
* SMILES: N=[PH2][C@H]1[C@H](CC(=O)F)C(=O)N[C@@H]1P(=O)(O)O.c1cc[nH]c1.c1cc[nH]c1.c1cc[nH]c1

XYZ file:
```
57
Properties=species:S:1:pos:R:3:forces:R:3:mulliken_charge:R:1
C -1.006 3.375 2.687 -0.023 -0.049 -0.296 0.21
H -6.312 1.872 1.298 0.087 -0.036 0.054 0.40
C -0.350 3.954 3.802 0.159 0.184 0.075 -0.65
H -1.289 -1.129 4.759 0.057 -0.061 -0.056 0.48
C -0.646 4.103 1.578 0.006 -0.094 -0.027 -0.92
C 0.389 5.015 3.338 0.063 0.016 0.069 -0.47
H 0.167 -3.946 -3.295 -0.721 1.511 0.802 0.35
H 1.736 -1.681 1.703 -0.058 0.017 0.154 0.27
H -3.002 -0.242 2.791 -0.008 0.152 -0.026 0.25
C -0.408 -2.962 -3.209 -1.210 1.048 -0.806 -0.44
H -5.404 3.125 3.528 0.060 -0.086 -0.044 0.41
H 1.815 0.356 -2.661 1.629 -0.710 -0.745 0.30
C 2.113 -1.795 -3.070 -0.415 0.958 0.008 -0.17
H 3.226 -4.824 -1.682 -0.972 0.557 -0.058 0.22
H -0.922 3.999 0.540 -0.016 -0.009 0.119 0.38
N 1.871 -0.066 -4.733 0.060 -1.947 0.387 -0.49
H 2.422 -2.464 -3.961 0.082 0.896 1.660 0.14
N -3.725 0.455 2.693 -0.054 0.059 -0.032 0.16
H -1.122 -2.919 -4.120 0.899 0.042 1.606 0.37
C -3.919 1.518 3.534 -0.072 -0.068 0.074 -0.56
N 0.207 5.096 1.983 -0.008 0.010 0.032 0.03
N -0.303 -2.285 1.872 0.103 0.079 0.061 0.23
H 5.200 1.713 -4.790 -0.496 -0.792 -0.054 0.33
H -0.412 3.630 4.830 0.012 0.047 -0.098 0.37
C -5.474 1.577 1.912 0.004 -0.160 -0.199 -0.65
H -2.266 -2.556 2.661 0.100 -0.029 0.044 0.58
C -5.000 2.231 3.076 0.142 0.054 0.211 -0.52
C 0.586 -1.118 3.538 0.277 0.063 -0.107 -0.63
N 2.362 -4.245 -1.730 1.175 1.072 0.158 -0.74
P 2.737 -2.682 -1.511 -0.517 -3.545 -0.985 0.54
H 3.493 1.989 -2.091 1.008 -0.266 -0.120 0.38
H 0.633 5.779 1.379 -0.113 -0.116 0.144 0.18
C 0.514 -1.649 -3.304 -0.205 0.662 -0.225 -0.16
H 1.027 5.717 3.853 -0.073 -0.088 -0.028 0.38
H -3.273 1.674 4.385 -0.093 0.003 -0.069 0.50
O 4.398 1.606 -2.213 -1.317 -1.835 -1.843 -0.53
O -0.999 -3.540 -0.809 -1.159 3.086 -4.691 -0.59
C -1.283 -2.137 2.815 -0.028 0.017 -0.130 -0.61
C 0.591 -0.856 -4.726 -1.484 -0.051 -1.853 0.36
P 4.310 0.285 -3.279 3.092 -0.995 -0.906 1.00
C -4.665 0.486 1.698 -0.005 -0.034 -0.007 -0.43
O 5.271 -0.865 -2.970 -2.749 2.845 -0.157 -0.63
H 4.149 -2.567 -1.310 -0.711 0.948 -0.120 0.13
H -1.668 2.523 2.694 0.056 0.129 -0.048 0.50
C -1.264 -2.870 -1.836 0.734 -2.361 3.588 0.51
H 2.496 -0.706 -5.279 -0.656 1.165 -0.468 0.34
H -0.409 -2.771 0.993 -0.088 -0.029 0.155 0.21
H 0.007 -0.836 -2.647 1.136 -1.253 -0.637 0.30
C 2.507 -0.263 -3.358 -2.262 -0.103 0.019 -0.17
O -0.208 -0.851 -5.689 3.088 -0.250 3.947 -0.54
F -2.374 -1.953 -1.702 2.603 -1.696 -1.125 -0.27
C -0.760 -1.413 3.861 -0.239 -0.025 0.005 -0.51
C 0.841 -1.672 2.307 -0.166 -0.002 0.029 -0.32
O 4.722 0.853 -4.857 -0.874 0.237 3.121 -0.52
H 2.059 -2.235 -0.345 0.255 0.802 -0.563 -0.11
H -4.679 -0.269 0.927 -0.021 0.082 0.066 0.42
H 1.292 -0.564 4.140 -0.076 -0.053 -0.065 0.40
```
Forces are in eV/Å.

Below is one molecule with the formula C18H26IO6P in a non-equilibrium geometry, with properties calculated with wB97M-V/def2-TZVPD.

* DFT total energy: -1791.964917 hartree
* SMILES: CCOP(=O)(CCC[C@]1(I)C[C@H](COc2ccccc2)OC1=O)OCC

XYZ file:
```
52
Properties=species:S:1:pos:R:3:forces:R:3:mulliken_charge:R:1
O -2.265 -1.551 -0.208 0.511 -1.390 -0.594 -0.67
C 1.797 1.069 1.489 -0.079 0.329 2.275 -0.58
O 4.661 -0.711 1.185 0.237 0.354 0.229 -0.52
H -0.050 -1.295 -3.590 -0.734 -0.649 -0.326 0.29
H -4.407 -2.813 0.488 0.527 -0.184 -1.023 0.27
H 0.138 -2.939 -4.295 -0.693 0.678 0.113 0.29
C -0.005 4.348 0.978 0.975 1.135 -2.627 -0.25
C 1.413 4.675 0.821 -2.466 -0.086 -1.117 0.39
C 2.799 2.006 2.254 1.203 0.737 0.172 0.33
C -0.620 -2.165 -4.008 -0.241 -0.397 0.634 -1.14
H -0.173 -0.958 1.824 0.400 -0.473 -0.656 0.30
H 1.467 5.817 -2.543 -0.390 -0.353 0.818 0.35
C -0.373 5.072 -1.463 1.677 -0.068 1.321 -0.42
H -4.140 -2.878 -1.356 0.098 -0.140 0.987 0.21
H 0.375 -3.798 0.705 -0.530 0.739 0.637 0.38
H 0.781 1.324 1.877 0.588 -0.388 -0.796 0.41
C 2.333 -0.307 2.071 0.780 -0.989 -2.668 -0.03
C -0.855 4.568 -0.190 1.094 0.228 -0.090 -0.46
H 2.134 -2.557 1.930 0.114 0.990 -0.232 0.50
H 2.986 5.436 -0.506 -1.017 -0.153 -0.021 0.36
H 2.411 -1.756 0.343 -0.195 0.352 1.083 0.27
O -0.766 -3.030 -1.746 -1.635 -0.461 1.691 -0.30
P -1.629 -2.909 -0.338 -0.624 2.322 1.321 0.79
I 1.790 -0.581 4.153 0.394 0.279 -0.417 0.21
C 3.201 3.388 1.636 0.473 -0.033 -0.654 -0.90
O 2.240 4.435 1.920 0.082 -0.588 -1.512 -0.45
H -1.936 4.326 -0.115 0.902 0.161 0.004 0.31
H -5.373 -5.123 0.433 0.107 0.430 -0.918 0.30
C 1.897 5.205 -0.448 -0.695 -0.293 0.387 -0.28
H -6.225 -3.980 -0.718 0.897 -0.630 0.192 0.35
H 2.611 2.177 3.343 -0.649 -0.243 -0.951 0.19
C -5.269 -4.538 -0.517 0.815 0.409 -0.121 -1.19
C 1.908 -1.632 1.344 -1.343 0.003 -0.478 -1.10
H -2.490 -2.183 -2.744 0.893 -0.318 0.159 0.32
O -2.827 -4.054 -0.167 1.315 1.092 -0.800 -0.37
H 3.346 3.236 0.527 -0.302 0.290 1.002 0.36
C 1.044 5.416 -1.599 -1.183 -1.038 2.206 -0.47
H -1.216 -1.857 -4.899 0.553 -0.218 0.648 0.34
C -4.136 -3.443 -0.396 -1.826 -0.800 0.160 0.02
H -5.037 -5.210 -1.386 -0.364 0.460 0.885 0.31
H -1.055 5.194 -2.334 0.558 -0.124 0.943 0.35
H 0.218 -1.075 0.065 -0.040 -0.409 1.027 0.33
C -0.348 -2.995 1.035 0.345 -0.902 -1.481 -0.73
H 4.188 3.767 2.012 -0.924 -0.754 0.055 0.33
O 4.052 1.269 2.252 0.924 -1.145 -1.422 -0.38
C -1.580 -2.803 -2.924 0.800 -0.258 -1.781 -0.18
H -0.815 -3.288 2.010 0.331 0.286 -0.976 0.37
H -0.435 3.954 1.923 0.536 0.357 -0.777 0.45
C 3.876 -0.025 1.742 -2.244 1.223 2.348 0.42
C 0.352 -1.581 1.059 0.080 -0.086 -0.146 -0.24
H -1.882 -3.817 -3.306 0.017 0.940 0.392 0.27
H 1.890 1.167 0.379 -0.052 -0.224 0.897 0.28
```
Forces are in eV/Å.

Below is C18H26MnN2S4 as an isolated structure in a non-equilibrium geometry, with properties calculated with wB97M-V/def2-TZVPD.

* DFT total energy: -3554.370009 hartree
* charge: +1

XYZ file:
```
51
Properties=species:S:1:pos:R:3:forces:R:3:mulliken_charge:R:1
N -0.298 0.333 1.334 0.087 0.910 1.918 -0.23
Mn -0.400 -0.833 0.290 -0.022 0.474 -2.224 0.00
H 5.219 -3.195 -0.702 -0.020 0.032 0.018 0.43
H 2.354 1.121 1.940 -0.066 -0.044 0.070 0.30
S -0.589 -2.436 1.852 0.140 -0.688 0.425 -0.22
C -1.672 -1.505 -2.770 -0.021 0.330 -0.192 -0.92
H -2.951 3.360 -1.031 0.052 0.050 -0.039 0.49
H -3.142 2.194 -2.307 -0.002 -0.016 -0.010 0.48
H -0.780 2.893 -2.199 0.068 -0.045 -0.032 0.56
N 1.602 -4.225 1.436 -0.184 0.132 0.082 -0.58
H -0.688 0.053 -3.871 0.038 0.084 0.035 0.55
S -2.090 -1.911 -1.092 0.027 -1.052 0.837 0.06
C -1.302 -0.039 -2.975 -0.074 -0.248 -0.357 -0.81
H 1.798 -0.340 2.778 -0.012 0.015 0.028 0.31
H -3.968 -1.639 0.256 0.121 -0.097 0.060 0.43
H 2.765 -3.333 -0.371 0.031 0.044 -0.037 0.48
C 3.136 0.068 -0.485 0.097 -0.052 0.042 -0.09
C -2.683 2.347 -1.332 0.249 -0.056 -0.118 -1.02
C 3.258 -2.376 -0.470 0.084 0.071 -0.128 -0.33
C 5.239 -1.048 -0.759 0.094 0.000 -0.014 -0.36
H -0.826 -2.157 -2.990 0.033 0.015 0.006 0.45
H -0.938 2.885 1.937 0.058 -0.022 0.037 0.38
H 6.311 -0.993 -0.907 -0.041 -0.007 0.005 0.41
C 0.109 2.597 2.068 -0.060 0.062 -0.017 -1.62
H -0.733 2.650 -0.461 0.028 -0.038 -0.010 -0.03
C 4.628 -2.290 -0.645 -0.044 -0.006 0.008 -0.79
H -4.393 -2.144 -1.369 -0.110 0.024 0.043 0.53
C 2.512 -1.189 -0.379 -0.304 -0.114 -0.106 1.00
H -4.198 0.205 -2.182 0.066 0.081 0.021 0.31
C -1.155 2.267 -1.388 -0.306 0.160 0.146 -0.38
H -5.323 0.055 -0.851 -0.062 -0.088 -0.088 0.49
H -0.327 1.391 4.489 -0.018 -0.020 -0.012 0.45
C 1.686 0.744 2.719 0.160 -0.049 -0.111 -1.43
C -3.804 -1.423 -0.799 -0.178 -0.033 -0.291 -0.83
H 1.998 1.173 3.672 -0.017 0.010 -0.034 0.49
S -0.384 0.642 -1.580 0.405 0.305 -0.421 0.15
C 4.500 0.130 -0.687 -0.063 -0.048 0.013 -0.84
S -3.418 1.234 -0.133 -0.116 0.121 0.480 -0.03
H -2.489 -1.804 -3.425 -0.011 0.036 -0.075 0.53
H 2.547 0.971 -0.414 -0.044 0.006 -0.025 0.50
H 4.992 1.089 -0.781 -0.004 -0.010 0.002 0.42
H -0.563 -0.267 3.912 0.027 0.015 -0.014 0.40
C 1.105 -1.253 -0.217 0.293 -0.178 0.461 -0.01
H -1.696 1.009 3.427 0.031 0.006 0.008 0.37
C -4.268 -0.010 -1.116 -0.014 -0.113 -0.107 -0.71
H 0.539 3.196 2.873 -0.055 -0.008 -0.044 0.48
C 0.235 1.118 2.439 0.092 -0.061 -0.351 1.32
H -2.187 0.569 -3.119 -0.087 0.030 0.023 0.26
H 0.659 2.823 1.151 0.063 -0.010 0.076 0.32
C 0.722 -3.492 1.595 -0.252 0.078 -0.052 0.51
C -0.650 0.785 3.641 -0.155 0.008 0.066 -1.65
```
Forces are in eV/Å.